Below is a cluster of 2 separate species, C8H12N6 in total in a non-equilibrium geometry, with properties calculated with ωB97M-V/def2-TZVPD.

Structure (XYZ):
```
26
Properties=species:S:1:pos:R:3:nbo_charge:R:1
N -0.706 -0.979 -0.454 -0.03
N 3.448 0.037 0.916 -0.48
N 2.084 0.675 -0.715 -0.33
N 0.073 -1.569 -1.281 -0.23
N -0.865 -1.594 0.712 -0.25
N 1.297 0.665 0.361 -0.31
C 0.411 -2.693 -0.738 -0.10
C 2.153 0.277 1.300 0.14
C -3.035 1.299 0.885 -0.61
C -0.823 1.110 -1.670 -0.47
C 3.324 0.286 -0.435 0.15
C -1.434 1.070 0.758 -0.46
C -1.041 0.407 -0.555 0.25
C -0.161 -2.702 0.534 -0.08
H -0.420 0.746 -2.557 0.21
H -0.188 -3.589 1.277 0.22
H -3.512 1.110 1.804 0.21
H 1.745 -0.023 2.296 0.21
H -1.033 0.327 1.512 0.26
H -0.828 2.139 -1.593 0.20
H -3.458 0.796 0.000 0.21
H -3.187 2.381 0.728 0.20
H -0.968 2.070 0.761 0.23
H 1.778 0.953 -1.566 0.41
H 1.164 -3.318 -1.124 0.22
H 4.184 0.120 -1.155 0.22
```

Output
LUMO energy = 0.72 eV
SMILES = C=C(CC)n1nccn1.c1nc[nH]n1
strongest force on any atom = 3.46 eV Å⁻¹
HOMO = -0.3294 Ha
orbital gap = 9.68 eV
multiplicity = 1

=====

Below is the molecule C8H12N6 in a non-equilibrium geometry, with properties calculated with ωB97M-V/def2-TZVPD.

Structure (XYZ):
```
26
Properties=species:S:1:pos:R:3:nbo_charge:R:1
N 0.217 -0.273 -0.717 -0.28
N 1.103 2.803 0.274 -0.23
N -0.642 2.177 1.442 -0.46
N 0.791 -0.614 0.424 0.01
N 0.163 3.692 0.178 -0.32
N 0.894 -1.882 0.681 -0.25
C 0.608 1.864 1.095 0.22
C 1.124 0.141 3.012 -0.63
C -0.937 3.295 0.886 0.16
C -0.015 -1.424 -1.320 0.09
C 1.248 0.649 1.612 0.02
C 0.368 -2.428 -0.416 -0.13
C -0.416 -1.755 -2.656 -0.42
C -1.910 -2.088 -2.453 -0.60
H 1.808 -0.684 3.158 0.24
H 0.247 4.558 -0.364 0.42
H -1.798 3.898 0.885 0.20
H -2.220 -2.374 -1.453 0.22
H 0.131 -0.130 3.205 0.23
H -0.150 -0.959 -3.267 0.23
H 0.079 -2.759 -3.026 0.21
H -2.147 -2.834 -3.203 0.21
H -2.538 -1.117 -2.618 0.21
H 0.350 -3.480 -0.382 0.21
H 2.421 0.760 1.434 0.23
H 1.222 0.963 3.591 0.23
```

Output
LUMO energy = 0.80 eV
SMILES = CCc1cnn([C@H](C)c2nc[nH]n2)n1
strongest force on any atom = 5.57 eV Å⁻¹
HOMO = -0.3182 Ha
orbital gap = 9.46 eV
multiplicity = 1